Density functional theory data (ωB97M-V with the def2-TZVPD basis set) for C31H52BN10O2P2Ti as an isolated structure at a distorted geometry.

Each line ends with the Mulliken spin population.
Cartesian coordinates (Å):
Ti 0.12298 0.27681 0.02648  0.8535
C -0.43557 -2.81866 -2.48156  0.0005
C -0.02136 -2.97555 -1.05278  0.0162
C 0.23938 -4.20131 -0.43533  0.0038
C 0.77344 -3.89095 0.79561  0.0101
C 1.30008 -4.79544 1.86093  -0.0004
N 0.78149 -2.55317 0.91116  0.0151
N 0.25421 -1.96847 -0.21606  0.0039
B 1.68676 -1.68700 1.83361  -0.0277
N 2.64889 -0.87980 0.89995  0.0246
N 2.17057 0.00685 -0.04254  -0.0245
C 3.18226 0.29753 -0.86316  0.0281
C 3.03733 1.23774 -2.01193  0.0212
C 4.32096 -0.40310 -0.46429  0.0021
C 3.94261 -1.14331 0.63848  0.0148
C 4.75669 -2.08005 1.46843  0.0000
N 0.76475 -0.78176 2.69794  0.0001
N -0.21762 -0.03060 2.11392  -0.0054
C -0.94590 0.49696 3.09926  -0.0011
C -2.06478 1.45317 2.84587  0.0152
C -0.44652 0.07545 4.32841  0.0044
C 0.63089 -0.74185 4.03435  0.0092
C 1.53819 -1.48095 4.96097  -0.0001
H 0.14884 -3.51336 -3.08639  0.0003
H -0.24931 -1.82921 -2.87935  -0.0001
H -1.48864 -3.08033 -2.62987  0.0005
H 0.12669 -5.18396 -0.86349  0.0002
H 1.07562 -5.82924 1.60757  -0.0001
H 0.84966 -4.57724 2.82887  0.0004
H 2.38059 -4.70224 1.96928  0.0003
H 2.33704 -2.38209 2.55441  0.0000
H 1.99518 1.48936 -2.20662  -0.0118
H 3.44387 0.78513 -2.91637  0.0009
H 3.58375 2.16358 -1.82175  0.0030
H 5.29600 -0.37717 -0.92251  0.0004
H 5.80016 -2.02174 1.16653  0.0000
H 4.42540 -3.11149 1.34343  0.0006
H 4.69214 -1.83700 2.52883  0.0004
H -1.85365 2.08966 1.98703  -0.0068
H -2.20234 2.10199 3.70946  0.0007
H -3.01829 0.94622 2.67900  0.0006
H -0.81757 0.33159 5.30714  0.0003
H 1.25584 -1.26529 5.98905  -0.0001
H 2.57950 -1.18787 4.82394  0.0002
H 1.47614 -2.55789 4.80706  0.0003
C -1.26891 4.20120 0.38652  0.0019
P -0.19621 3.03712 -0.52950  0.0274
C -0.81051 3.29394 -2.21967  0.0052
C 1.43064 3.86650 -0.50941  -0.0022
C 1.79365 4.75710 -1.51991  -0.0007
C 3.04793 5.34739 -1.52381  0.0000
C 3.95178 5.05797 -0.51007  0.0004
C 3.59381 4.18662 0.50747  -0.0002
C 2.33721 3.58297 0.52405  -0.0004
P 1.80697 2.41986 1.82406  0.0084
C 1.28232 3.52999 3.18809  -0.0006
C 3.37557 1.79578 2.50941  0.0014
H -1.11289 5.20910 -0.00069  -0.0004
H -1.05548 4.19886 1.45167  -0.0001
H -2.31976 3.93511 0.24830  0.0000
H -0.93659 4.35470 -2.43738  -0.0005
H -1.78405 2.81352 -2.32646  -0.0006
H -0.14541 2.83907 -2.95174  0.0004
H 1.10871 4.98582 -2.32483  0.0001
H 3.31871 6.02919 -2.31925  -0.0001
H 4.93297 5.51461 -0.51135  0.0000
H 4.30915 3.97481 1.29283  0.0000
H 2.03797 4.29437 3.37872  -0.0001
H 1.14735 2.93308 4.09238  -0.0001
H 0.33702 4.02208 2.97189  -0.0004
H 3.92670 2.58553 3.02352  0.0000
H 3.99762 1.37467 1.71915  -0.0001
H 3.15120 1.00704 3.22881  -0.0007
N -2.21371 0.13358 0.00204  0.0121
C -2.64175 -0.35792 -1.32326  0.0073
C -4.09870 0.02080 -1.60993  -0.0020
C -4.69683 -0.28616 -2.98787  -0.0002
C -4.43777 -1.66174 -3.56697  0.0002
N -4.97901 -2.73209 -2.70824  0.0000
C -4.84937 -4.02359 -2.98976  0.0000
N -5.39856 -4.95378 -2.20757  0.0000
N -4.13940 -4.39605 -4.05502  0.0000
C -1.61472 0.13042 -2.33928  -0.0038
O -1.85372 0.23682 -3.51602  0.0009
O -0.43429 0.38449 -1.80015  -0.0116
H -2.62368 -0.40469 0.75897  0.0060
H -2.56310 1.08387 0.10939  -0.0004
H -2.51206 -1.44409 -1.30960  -0.0003
H -4.20089 1.10195 -1.46481  0.0002
H -4.70227 -0.42451 -0.81176  -0.0004
H -4.28867 0.41153 -3.71324  -0.0001
H -5.77477 -0.10584 -2.95227  0.0000
H -3.36554 -1.81609 -3.70017  0.0000
H -4.92463 -1.72527 -4.54364  0.0000
H -5.61683 -2.47851 -1.96989  0.0000
H -5.93669 -4.69882 -1.39739  0.0000
H -5.38607 -5.92569 -2.46547  0.0000
H -3.81948 -3.71446 -4.72104  0.0000
H -4.04131 -5.36610 -4.30285  0.0000

The value obtained for the total energy is -3467.38759 Eh. As for the energy above the lowest of the compared OMol25 structures with the same formula, charge and spin: 0.182 eV. As for the HOMO energy (spin up / spin down): -0.45185 / -0.45296 hartree. Its spin multiplicity is 2. As for the charge: +2. As for the expectation value of S²: 0.753. The value obtained for the LUMO energy (spin up / spin down) is -4.60 / -4.60 eV. The calculation puts the HOMO-LUMO gap (spin up / spin down) at 7.7 / 7.7 eV.

Density functional theory data (ωB97M-V with the def2-TZVPD basis set) for C31H52BrN5P2Zn as an isolated structure at a distorted geometry.

Each line ends with the Mulliken charge.
Cartesian coordinates (Å):
N -5.97524 4.49636 -4.95908  -0.5344
C -5.77659 4.78572 -3.67231  -0.3944
C -4.98791 3.97675 -2.83697  -0.4657
C -4.35336 2.81689 -3.35259  0.8015
C -4.51913 2.58250 -4.75582  -0.3010
C -5.38002 3.42580 -5.48219  -0.3473
C -3.51753 2.01195 -2.45053  -0.8667
Zn -0.02394 -0.10185 0.35888  -0.1947
P 4.17083 -0.83107 0.23990  -0.3686
C -2.37727 1.26072 -2.70582  -0.9105
C -1.10807 1.82629 -2.30126  0.9790
C 0.04073 1.72699 -3.11491  -0.1998
C 0.97593 2.75479 -3.09843  -0.8053
C 1.05669 3.60228 -1.97093  0.1776
C -0.05768 3.69895 -1.10728  -0.8538
C -1.05442 2.75952 -1.22277  -0.1716
Br 2.71579 3.84746 -1.10328  -0.0354
H -3.79496 2.21299 -1.41673  0.5156
H -2.43635 0.46056 -3.42784  0.5472
H -4.87646 4.29603 -1.80806  0.3430
H -4.00562 1.76031 -5.26112  0.3370
H -6.26916 5.68239 -3.29748  0.3692
H -5.58919 3.21609 -6.53877  0.3618
H 0.09629 0.88475 -3.81401  0.4954
H -1.89331 2.82052 -0.53255  0.3440
H 1.70808 2.86601 -3.90326  0.4742
H -0.09426 4.41054 -0.29387  0.4845
P -0.30472 -2.51616 -0.16942  0.9959
C 4.37623 0.98809 0.33841  0.2790
C 5.67400 1.43184 -0.34947  -1.2942
H 4.43911 1.25116 1.40794  0.3493
H 3.49718 1.46902 -0.12236  -0.3619
H 5.79347 2.51344 -0.21439  0.3851
H 6.53894 0.92478 0.09875  0.4055
H 5.65998 1.20990 -1.42330  0.3169
C 3.59033 -1.17337 -1.46772  0.7187
C 4.61268 -1.99520 -2.27416  -1.4915
H 3.43818 -0.18863 -1.93305  0.3113
H 2.61936 -1.68613 -1.40382  -0.7704
H 4.33466 -2.03066 -3.33376  0.4367
H 5.61920 -1.56046 -2.22651  0.4085
H 4.68546 -3.02415 -1.90456  0.3576
C 3.08830 -1.39815 1.56670  2.5415
C 3.88974 -2.08760 2.67955  -1.4443
H 2.33013 -2.07093 1.14164  -0.7948
H 2.58150 -0.49675 1.92245  -1.8475
H 3.23925 -2.74564 3.26570  0.4050
H 4.69607 -2.69659 2.24957  0.4566
H 4.34768 -1.36918 3.36516  0.3843
C -0.34907 -3.78526 1.18782  -0.4419
C -1.08171 -5.10684 0.92031  -1.3976
H -0.76417 -3.28015 2.06854  0.2771
H 0.71006 -3.99428 1.39533  0.4869
H -2.14605 -5.04801 1.17984  0.3559
H -1.00965 -5.45676 -0.11631  0.3331
H -0.63325 -5.87945 1.55808  0.3903
C 0.71470 -3.59377 -1.30234  -0.6560
C 0.37034 -3.56079 -2.78835  -1.3077
H 0.60324 -4.62520 -0.92869  0.6135
H 1.77140 -3.33491 -1.12635  0.4664
H -0.30767 -4.39214 -3.02597  0.3984
H -0.11870 -2.63473 -3.11052  0.2074
H 1.27801 -3.69635 -3.38822  0.3737
C -1.95346 -2.78190 -0.94175  -0.4905
C -3.20134 -2.37690 -0.16077  -1.0414
H -2.00233 -3.85261 -1.18715  0.3374
H -1.92318 -2.21325 -1.87946  0.4398
H -4.01557 -2.22872 -0.89162  0.4042
H -3.49716 -3.17922 0.52640  0.2605
H -3.10963 -1.43778 0.41247  0.1236
C -0.19267 1.96012 2.46983  -0.6163
N -0.24373 0.46692 2.37926  1.6699
C -1.58904 0.03317 2.87968  -0.8234
N -1.82409 0.49283 4.26156  0.1811
C -1.72010 1.95891 4.33821  -0.7050
N -0.40099 2.43771 3.85134  0.1434
C 0.63322 1.83066 4.71796  -0.6614
N 0.56082 0.34618 4.71338  0.0800
C 0.73898 -0.13367 3.33667  -1.0341
C -0.78746 -0.05415 5.16777  -0.7178
H -1.01699 2.31024 1.83734  0.1330
H 0.77173 2.33737 2.10030  0.2329
H -1.63419 -1.06513 2.87097  0.0989
H -2.35718 0.46651 2.22771  0.2677
H -1.81031 2.21742 5.40421  0.3870
H -2.51865 2.43082 3.75324  0.3075
H 1.63285 2.13371 4.37764  0.3336
H 0.46237 2.16088 5.75320  0.3604
H 0.59736 -1.22615 3.34224  0.2933
H 1.76111 0.14580 3.07258  0.7174
H -0.97647 0.36043 6.16750  0.3700
H -0.84203 -1.15043 5.19183  0.3206

The value obtained for the total energy is -6521.50515 Eh. As for the energy above the lowest of the compared OMol25 structures with the same formula, charge and spin: 3.878 eV. As for the HOMO energy (spin up / spin down): -0.44663 / -0.44664 hartree. Its spin multiplicity is 1. As for the charge: +2. The value obtained for the LUMO energy (spin up / spin down) is -7.91 / -7.91 eV. The calculation puts the HOMO-LUMO gap (spin up / spin down) at 4.2 / 4.2 eV.

Density functional theory data (ωB97M-V with the def2-TZVPD basis set) for a 5-piece molecular cluster, C31H52ClINO13 overall at a distorted geometry.

Each line ends with the Mulliken charge.
Cartesian coordinates (Å):
C 2.96822 1.07362 7.04243  -0.7007
C 2.17528 -0.09586 7.13415  -0.4209
C 0.68800 -0.22875 6.53447  0.8463
C -0.49198 -0.32005 7.57405  0.5333
C -0.27018 -0.25880 9.15627  -0.9466
C 0.44112 1.27311 9.51684  0.1936
C -0.67455 2.53763 9.59613  -0.6140
O 0.38365 2.29203 8.40025  -0.3482
C -1.94929 -0.49949 7.03778  -0.3587
I -3.72912 -0.71359 8.25358  0.1923
C -2.13458 -0.54513 5.49434  -0.5329
C -0.88084 -0.42553 4.56916  0.3149
Cl -1.23394 -0.53036 2.76790  -0.0822
N 0.47364 -0.26271 5.09130  0.4118
C 1.57841 -0.13665 4.07554  -1.0551
C 2.06302 -1.53789 3.45575  -0.5143
C 2.42782 -1.45612 1.87039  0.4677
C 3.11757 -0.03210 1.47544  -1.1241
C 3.53633 -2.58176 1.45222  -1.2459
H 3.99441 1.15052 7.53676  0.2938
H 2.63346 1.96890 6.41141  0.2585
H 2.60775 -0.99832 7.69983  0.3445
H 0.48400 -1.04001 9.52930  0.3268
H -1.23186 -0.23559 9.76563  0.2918
H 1.35792 1.29466 10.29146  0.2767
H -0.11433 3.52370 9.81269  0.3780
H -1.51799 2.41995 8.83940  0.2363
H -3.17720 -0.66863 5.01655  0.3140
H 1.18737 0.61356 3.28553  0.2955
H 2.52108 0.37103 4.51041  0.2608
H 1.34900 -2.40091 3.69801  0.3661
H 3.07005 -1.79118 3.97238  0.2511
H 1.50774 -1.69165 1.22991  0.1831
H 3.99990 0.09048 2.19867  0.2794
H 3.59162 -0.10642 0.42232  0.3884
H 2.37209 0.83406 1.49526  0.2207
H 3.08917 -3.62751 1.36181  0.3341
H 3.88028 -2.27200 0.39035  0.3515
H 4.44629 -2.52431 2.15250  0.3242
C -1.85293 0.97849 -2.10239  -1.0480
C -0.61221 1.21951 -1.26306  0.1670
O 0.57296 0.89759 -2.00036  -0.3730
C 0.96998 1.82327 -2.89089  0.7407
O 0.42922 2.88191 -3.10491  -0.5551
O 2.06010 1.35798 -3.52031  -0.3501
C 2.53258 2.21316 -4.56266  -0.5605
H -1.85686 -0.04027 -2.49889  0.3087
H -2.75645 1.13081 -1.50758  0.3745
H -1.88813 1.65331 -2.96001  0.1753
H -0.62962 0.55945 -0.39141  -0.0120
H -0.57104 2.24681 -0.88933  0.3391
H 2.68472 3.23284 -4.20249  0.3386
H 1.82988 2.20083 -5.39909  0.2509
H 3.49104 1.82456 -4.90876  0.1904
C -2.02915 3.08731 -9.89339  -1.0661
C -1.73234 4.55505 -9.64944  -0.1619
O -2.16343 4.95339 -8.34171  -0.3778
C -1.35143 4.60046 -7.33200  0.7380
O -0.30642 4.00041 -7.43517  -0.5588
O -1.91208 5.01012 -6.18183  -0.3677
C -1.18840 4.61608 -5.01638  -0.4611
H -3.08438 2.87208 -9.70526  0.2910
H -1.78932 2.81158 -10.92268  0.3553
H -1.45006 2.44914 -9.22258  0.2835
H -2.29303 5.16283 -10.36337  0.2971
H -0.67244 4.78212 -9.79486  0.2926
H -0.14040 4.91576 -5.07832  0.2862
H -1.27192 3.53687 -4.87556  0.1827
H -1.63834 5.11422 -4.15686  0.2683
C 3.09324 -0.45594 -7.34239  -1.0697
C 3.74898 0.51657 -8.30477  -0.1541
O 5.16100 0.28529 -8.38185  -0.3530
C 5.53598 -0.75523 -9.14500  0.7657
O 4.79888 -1.48421 -9.76510  -0.5476
O 6.87428 -0.85916 -9.08160  -0.3426
C 7.39916 -1.98673 -9.78124  -0.6295
H 3.58725 -0.42443 -6.36727  0.2454
H 2.03571 -0.21500 -7.21169  0.3076
H 3.16947 -1.48354 -7.70374  0.3940
H 3.61751 1.53701 -7.93661  0.2623
H 3.29300 0.47090 -9.29768  0.3235
H 7.04578 -2.01373 -10.81415  0.2942
H 7.12918 -2.90674 -9.25796  0.2878
H 8.48604 -1.89832 -9.79106  0.2264
C -7.13816 -2.28844 6.03383  -1.0786
C -6.21576 -3.31687 6.66168  -0.0157
O -6.71539 -4.64203 6.45684  -0.3727
C -6.49614 -5.15918 5.23566  0.7392
O -5.91489 -4.61357 4.32664  -0.5623
O -7.05404 -6.37917 5.19255  -0.3346
C -6.97117 -7.00786 3.91351  -0.6247
H -8.16227 -2.42134 6.39186  0.3395
H -6.80718 -1.27518 6.27471  0.2913
H -7.16554 -2.39199 4.94714  0.3117
H -6.17736 -3.15870 7.74246  0.2540
H -5.19238 -3.22474 6.28544  0.2547
H -5.94316 -7.02698 3.54554  0.2894
H -7.62426 -6.49420 3.20461  0.2920
H -7.31715 -8.03607 4.02297  0.2272

The value obtained for the total energy is -3002.63057 Eh. As for the HOMO energy: -0.43510 hartree. Its spin multiplicity is 1. As for the charge: +1. The value obtained for the LUMO energy is -4.46 eV. The calculation puts the HOMO-LUMO gap at 7.4 eV.